1.
# C5H8F2N4O

One molecule with the formula C5H8F2N4O (wB97M-V/def2-TZVPD, OMol25).

Values from the calculation:
Calculated total energy in Eh: -689.15846
E_HOMO in hartree: -0.3238
SMILES string: C[C@H](O)N/C(F)=N/N=N\C=C\F
Frontier orbital gap in hartree: 0.3375

```
! wB97M-V def2-TZVPD RIJCOSX def2/J DEFGRID3
* xyz 0 1
N -3.212 -1.211 -1.271
N -1.188 -1.190 -0.301
N 0.713 -1.174 1.069
N -2.246 -1.798 -0.806
F -1.229 -2.177 1.723
H 1.269 -2.037 1.196
C 1.574 -0.485 0.114
H 1.466 -1.190 -1.757
C -3.397 0.093 -0.825
C -0.531 -1.475 0.709
C -3.399 0.359 0.456
H 0.781 0.868 -1.390
O 1.891 -1.387 -0.925
H 0.497 1.407 0.419
H -3.278 -0.294 1.323
C 1.228 0.844 -0.347
H 2.161 1.535 -0.243
H -3.875 0.693 -1.460
H 2.528 -0.432 0.643
F -3.778 1.621 0.673
*
```

***

2.
# C5H8FHgO4

C5H8FHgO4 as an isolated structure (wB97M-V/def2-TZVPD, OMol25).

Values from the calculation:
Calculated total energy in Eh: -749.48367
E_HOMO (alpha / beta) in hartree: -0.2341 / -0.3679
Frontier orbital gap (alpha / beta) in hartree: 0.2312 / 0.3637
⟨S²⟩: 0.755

```
! wB97M-V def2-TZVPD RIJCOSX def2/J DEFGRID3
* xyz 0 2
O -1.993 -0.599 -0.395
H 3.088 -0.357 0.435
H 2.120 0.158 1.846
F -4.226 1.608 0.839
H 2.168 -2.384 1.470
H -1.147 1.589 -2.470
C 2.083 -0.336 0.868
C 0.268 1.116 0.430
Hg -2.341 0.993 1.361
C 1.472 -1.716 0.947
O 1.327 0.508 -0.040
H 0.228 0.505 -2.140
C -0.720 0.888 -1.740
H 0.525 -1.700 1.502
H -1.924 -0.861 -2.408
O 0.023 1.360 1.594
C -1.686 -0.247 -1.519
O -0.553 1.592 -0.521
H 1.290 -2.117 -0.059
*
```

***

3.
# C5H8FN

A 2-piece molecular cluster, C5H8FN overall (wB97M-V/def2-TZVPD, OMol25).

Values from the calculation:
Calculated total energy in Eh: -349.82145
E_HOMO in hartree: -0.3357
SMILES string: C/C=C\F.C=C=N
Frontier orbital gap in hartree: 0.3696

```
! wB97M-V def2-TZVPD RIJCOSX def2/J DEFGRID3
* xyz 0 1
H -2.195 -0.566 0.619
C 0.011 -0.350 1.069
C -1.688 1.318 1.304
F 0.893 0.393 1.745
H 0.550 -1.249 0.758
H 3.932 -1.171 -2.055
C 1.791 -0.674 -2.044
N 0.665 -0.423 -2.418
H 0.053 -1.185 -2.657
C -1.305 -0.071 0.982
H -2.100 1.395 2.394
H -2.285 1.798 0.461
H 2.916 -1.016 -0.490
C 2.971 -0.890 -1.545
H -0.784 1.968 1.398
*
```

***

4.
# C5H8FNO

One molecule with the formula C5H8FNO (wB97M-V/def2-TZVPD, OMol25).

Values from the calculation:
Calculated total energy in Eh: -425.11244
E_HOMO in hartree: -0.3514
SMILES string: CNC(=O)/C=C(/C)F
Frontier orbital gap in hartree: 0.3697

```
! wB97M-V def2-TZVPD RIJCOSX def2/J DEFGRID3
* xyz 0 1
H 3.219 -1.653 -0.224
H 3.478 0.121 -0.535
H -3.492 0.336 -0.897
H -3.509 -0.460 0.957
C -1.592 0.004 0.007
C -3.123 0.234 0.222
H -3.286 1.273 0.425
C -0.606 0.866 -0.315
C 2.976 -0.643 0.130
O 1.471 1.662 -0.121
H -0.739 1.936 -0.191
F -1.350 -1.390 -0.358
C 0.846 0.614 -0.157
H 1.171 -1.618 -0.020
N 1.491 -0.621 -0.085
H 3.045 -0.662 1.162
*
```

***

5.
# C5H8FNaO4

C5H8FNaO4 as an isolated structure (wB97M-V/def2-TZVPD, OMol25).

Values from the calculation:
Calculated total energy in Eh: -758.46881
E_HOMO in hartree: -0.3286
Frontier orbital gap in hartree: 0.3010

```
! wB97M-V def2-TZVPD RIJCOSX def2/J DEFGRID3
* xyz 0 1
C 2.706 0.506 1.035
O -1.444 1.411 1.174
O 0.433 -0.093 0.534
O -1.889 -0.708 0.517
H -1.530 -2.382 -0.623
H 1.733 0.569 -0.898
H 1.209 1.824 0.239
O -1.311 0.807 -1.025
C 1.483 0.751 0.166
C -1.972 -1.382 -0.685
Na -0.371 -0.101 2.676
C -1.228 0.548 0.312
H -0.299 -0.756 -1.932
H -1.924 -0.351 -2.615
H 3.599 0.973 0.595
H 2.564 0.957 2.030
C -1.325 -0.442 -1.703
H 2.885 -0.570 1.183
F -3.318 -1.560 -0.981
*
```

***

6.
# C5H8HgLiO4

C5H8HgLiO4 as an isolated structure (wB97M-V/def2-TZVPD, OMol25).

Values from the calculation:
Calculated total energy in Eh: -657.10485
E_HOMO (alpha / beta) in hartree: -0.2586 / -0.3004
Frontier orbital gap (alpha / beta) in hartree: 0.2407 / 0.2695
⟨S²⟩: 0.754

```
! wB97M-V def2-TZVPD RIJCOSX def2/J DEFGRID3
* xyz 0 2
H 2.419 -1.072 -2.620
H -1.387 0.016 -2.755
Hg -4.534 -0.886 -4.942
H 0.370 -0.098 -1.511
H 1.407 -1.695 -3.989
C -2.373 0.671 -3.289
H 1.633 0.085 -3.722
C -3.837 -1.821 -2.465
C 0.311 -0.849 -2.339
Li -2.022 -2.094 -1.405
H -1.961 1.701 -3.219
O -2.657 0.283 -4.533
C 1.514 -0.901 -3.230
O -4.324 -2.613 -3.273
O -4.376 -0.532 -2.681
C -3.550 0.561 -2.311
O -0.278 -1.923 -2.053
H -4.183 1.460 -2.371
H -3.168 0.437 -1.279
*
```

***

7.
# C5H8I2O2S

A 2-piece molecular cluster, C5H8I2O2S overall (wB97M-V/def2-TZVPD, OMol25).

Values from the calculation:
Calculated total energy in Eh: -1339.16463
E_HOMO (alpha / beta) in hartree: -0.3181 / -0.3406
Frontier orbital gap (alpha / beta) in hartree: 0.2322 / 0.2730

```
! wB97M-V def2-TZVPD RIJCOSX def2/J DEFGRID3
* xyz 0 1
C 3.185 0.629 -0.389
H -3.867 0.258 0.277
H -1.896 -1.148 0.974
C -1.827 -0.389 0.238
H -1.966 -0.918 -0.733
H -0.687 1.250 -0.859
H 2.443 -1.274 0.174
H -3.003 0.516 1.767
C -2.916 0.575 0.678
I 4.904 -1.154 1.415
H -2.584 1.667 0.352
I 4.153 2.489 -0.646
S 0.594 -0.649 -1.218
C 3.257 -0.444 0.236
H -0.011 0.924 0.700
O -0.145 -1.018 -2.433
O 0.932 -1.789 -0.385
C -0.567 0.475 -0.150
*
```

***

8.
# C5H8IN

One molecule with the formula C5H8IN (wB97M-V/def2-TZVPD, OMol25).

Values from the calculation:
Calculated total energy in Eh: -547.61899
E_HOMO in hartree: -0.3289
SMILES string: CCCC#CNI
Frontier orbital gap in hartree: 0.3065

```
! wB97M-V def2-TZVPD RIJCOSX def2/J DEFGRID3
* xyz 0 1
H -2.312 -0.919 0.384
H 0.178 -1.465 -0.327
H 4.443 0.546 2.112
H -1.874 -1.228 -1.334
H -2.051 0.391 -0.827
N 4.390 0.970 1.087
C -0.368 -0.583 0.078
I 5.517 -0.243 -0.213
C 2.921 0.901 0.676
C 1.847 0.632 0.201
C 0.455 0.772 -0.168
H -0.383 -0.747 1.143
H 0.262 1.540 0.462
H 0.386 1.099 -1.235
C -1.787 -0.605 -0.457
*
```

***

The lowest calculated total energy belongs to which entry?
C5H8I2O2S

***

Look up the calculated total energy of the third one.
-349.82145 Eh

***

The lowest calculated total energy belongs to which entry?
C5H8I2O2S